Record 1
Molecular formula: C20H46IrOP4
Method: DFT, wB97M-V/def2-TZVPD

Positions of all 72 atoms, in Å:
Ir 0.09043 -0.43512 0.80783
P -1.59006 -2.04198 1.02498
P 1.32543 -0.99795 2.55232
P 1.47169 -1.76504 -0.70516
H -0.63884 5.50275 -5.40439
C -0.67079 4.56699 -5.98377
C -1.75464 3.78664 -6.00543
H -2.68020 4.07444 -5.50688
C -3.15895 -1.31369 1.56185
C -1.29186 -3.48807 2.09888
C -2.00839 -2.66246 -0.64371
C 2.85437 0.01274 2.61835
C 0.56306 -0.77103 4.20810
C 1.98977 -2.69533 2.72676
C 0.96569 -1.63479 -2.45502
C 1.61632 -3.59953 -0.54604
C 3.19064 -1.12796 -0.70267
H 0.22982 4.31352 -6.57200
H -1.74162 2.84961 -6.55919
H -3.31465 -0.35687 1.04247
H -3.17348 -1.15467 2.64868
H -3.96895 -2.00605 1.28661
H -1.05501 -3.16866 3.12118
H -0.46588 -4.09808 1.71671
H -2.20194 -4.10334 2.12566
H -2.04291 -1.80950 -1.33453
H -3.00108 -3.12918 -0.60353
H -1.26953 -3.39183 -0.99450
H 3.40278 -0.24696 3.53298
H 2.63673 1.08480 2.62274
H 3.48722 -0.19816 1.75006
H 1.23271 -1.20787 4.96184
H -0.40520 -1.28361 4.27051
H 0.41706 0.28479 4.45856
H 3.07360 -2.63680 2.89323
H 1.80935 -3.30569 1.83782
H 1.53505 -3.20069 3.58887
H 1.45534 -2.43961 -3.01954
H 1.26548 -0.66780 -2.87669
H -0.12114 -1.74891 -2.54917
H 1.73690 -4.03687 -1.54432
H 0.72316 -4.03632 -0.09170
H 2.49653 -3.86146 0.04707
H 3.67245 -1.34727 -1.66455
H 3.76869 -1.59760 0.10141
H 3.17656 -0.04215 -0.55579
C -0.60851 1.17870 -1.74538
C 0.57354 1.97858 -1.67623
C 1.14852 2.46613 -2.84254
C 0.51775 2.20531 -4.06346
C -0.74566 1.60405 -4.10117
C -1.35280 1.14294 -2.95653
O -1.03051 0.37446 -0.78610
H 1.10502 0.83015 0.59633
H 1.06428 2.13378 -0.71501
H 2.07651 3.05513 -2.81160
H 0.95975 2.53363 -4.99958
H -1.27477 1.56759 -5.04767
H -2.33918 0.67107 -2.92761
C 0.55519 2.60848 2.71724
P -0.74058 1.53498 2.00853
C -1.96509 1.32146 3.36046
C -1.70045 2.70048 0.97199
H 1.11334 2.11304 3.51704
H 0.11692 3.53143 3.12021
H 1.24982 2.86816 1.91019
H -2.01046 2.26081 3.92746
H -1.69551 0.50627 4.03680
H -2.95977 1.13236 2.94078
H -2.26638 3.39482 1.60302
H -1.01953 3.27195 0.33456
H -2.40315 2.14684 0.34141

Energy = -63498.255 eV
Max |F| = 0.106 hartree/bohr
Relative energy (zero: lowest compared OMol25 entry of this formula, charge and spin) = 0.000 eV
2S+1 = 5
HOMO energy (spin up / spin down) = -14.03 / -16.79 eV
Net charge = +3
E_LUMO (spin up / spin down) = -9.323 / -13.593 eV

Record 2
Molecular formula: C3H3NOS3
Method: DFT, wB97M-V/def2-TZVPD

Positions of all 11 atoms, in Å:
S 1.99244 2.25781 0.11494
C 0.87824 1.10459 0.02329
O -0.44221 1.42371 -0.05296
N -1.18536 0.25162 -0.38370
S -2.73937 0.16725 0.33325
C -0.27419 -0.80911 -0.24944
C 0.98600 -0.33173 -0.07418
S 2.51864 -1.19650 0.08844
H -3.39186 0.81048 -0.67878
H -0.57291 -1.80631 -0.27515
H 2.23057 -1.87180 1.15429

Energy = -39200.083 eV
Max |F| = 0.046 hartree/bohr
Structure (SMILES) = S=c1on(S)cc1S
Relative energy (zero: lowest compared OMol25 entry of this formula, charge and spin) = 2.358 eV
2S+1 = 1
HOMO energy = -8.53 eV
E_LUMO = -0.273 eV

Record 3
Molecular formula: C9H21GaNO2
Method: DFT, wB97M-V/def2-TZVPD

Positions of all 34 atoms, in Å:
C -0.28522 0.36440 -3.22865
C 0.42198 -0.67483 -2.36523
O 1.06308 -1.60329 -3.30499
C 1.43681 -0.07380 -1.41118
Ga 0.68137 0.94449 0.20648
C -1.23000 1.67776 -0.05554
C -2.36244 0.66004 -0.27376
C -2.61527 -0.27622 0.92203
N -2.23100 -1.66960 0.65257
C 0.71315 -0.14465 1.96052
C 2.14591 -0.54732 2.33910
C 2.89330 0.35280 3.29646
O 3.20258 0.26767 1.91342
H -1.34012 0.08865 -3.32413
H -0.26541 1.36377 -2.79932
H 0.11285 0.37779 -4.24244
H -0.32459 -1.26283 -1.81917
H 0.99493 -2.46774 -2.89896
H 2.16533 -0.84631 -1.14606
H 1.99037 0.66768 -2.00061
H 1.62257 2.24217 0.44648
H -1.46923 2.28503 0.82230
H -1.19726 2.32829 -0.93586
H -3.29227 1.22598 -0.42645
H -2.23587 0.04511 -1.16841
H -2.14067 0.11300 1.82538
H -3.69767 -0.27990 1.09657
H -1.70499 -2.06730 1.41558
H -1.67494 -1.73928 -0.18727
H 0.39358 0.48615 2.79157
H 0.15662 -1.08327 1.92889
H 2.33948 -1.61684 2.43142
H 3.36669 -0.38127 3.94250
H 2.36633 1.24368 3.59675

Energy = -67632.843 eV
Max |F| = 0.052 hartree/bohr
2S+1 = 1
HOMO energy = -4.45 eV
Net charge = -1
E_LUMO = 3.454 eV

Record 4
Molecular formula: C10H9N3O
Method: DFT, wB97M-V/def2-TZVPD

Positions of all 23 atoms, in Å:
C -1.36670 1.29839 -2.43679
C 3.69582 -0.17633 -0.92786
C 3.17726 -0.28304 -2.22505
C 2.80103 0.07625 0.17402
C 1.19305 0.05916 -1.34754
C -1.57885 -0.82768 -1.30029
C -2.06167 -1.20659 0.12285
C -1.63857 -0.04368 0.96185
C -1.49528 1.24832 0.13592
C -1.39452 0.57561 -1.23445
N -1.26499 2.09642 -3.27954
N 1.85839 -0.14605 -2.40069
N 1.49369 0.25960 -0.09334
O -1.55136 -1.60871 -2.21016
H 4.68029 -0.30810 -0.84749
H 3.72996 -0.24074 -3.12193
H 3.11149 0.12832 1.25324
H -3.06867 -1.26977 -0.01021
H -1.61703 -2.10729 0.46046
H -2.23994 0.15106 1.82006
H -0.69288 -0.38231 1.42089
H -2.34839 1.83640 0.04502
H -0.60052 1.73310 0.08152

Energy = -17027.918 eV
Max |F| = 0.104 hartree/bohr
Relative energy (zero: lowest compared OMol25 entry of this formula, charge and spin) = 0.000 eV
2S+1 = 3
HOMO energy (spin up / spin down) = -7.92 / -9.57 eV
E_LUMO (spin up / spin down) = 0.006 / -2.186 eV

Record 5
Molecular formula: C44H77B2F14N14O6S2
Method: DFT, wB97M-V/def2-TZVPD

Positions of all 159 atoms, in Å:
C -0.52654 4.91742 -1.58434
C -0.89988 6.18967 -2.41813
N -1.36720 5.97150 -3.82271
C -0.94741 6.75111 -4.91713
C -1.64493 6.36357 -5.99261
N -2.22708 5.18633 -5.72427
C -2.17351 4.99329 -4.38038
C -2.78014 4.26669 -6.67991
H -0.45374 5.14916 -0.52175
H 0.37516 4.61139 -2.11480
H -1.28405 4.15549 -1.76804
H 0.03883 6.73802 -2.49709
H -1.57124 6.85346 -1.87337
H -0.40835 7.65577 -4.67756
H -1.50278 6.70793 -7.00632
H -2.41626 4.08511 -3.84869
H -2.13803 4.09653 -7.54411
H -3.72724 4.63963 -7.06980
H -2.99443 3.29517 -6.23456
C -5.49372 -5.73875 -2.98224
C -4.95733 -4.39351 -2.40333
N -4.71022 -3.21333 -3.35026
C -5.61641 -2.31565 -3.88612
C -5.01327 -1.19791 -4.45097
N -3.66423 -1.54157 -4.37795
C -3.52700 -2.77042 -3.86393
C -2.66340 -0.67410 -4.87068
H -6.44147 -5.61424 -3.50605
H -5.90813 -6.46332 -2.28127
H -4.79062 -6.28553 -3.61056
H -4.00699 -4.62468 -1.92217
H -5.63479 -3.98660 -1.65262
H -6.64581 -2.38894 -3.56776
H -5.26328 -0.20829 -4.80390
H -2.60198 -3.29590 -3.67792
H -2.91689 -0.32959 -5.87326
H -1.71679 -1.18769 -5.03876
H -2.66815 0.14683 -4.15363
C 0.34111 0.23902 -1.96119
C -0.04087 0.72893 -0.52001
N -0.83653 -0.31075 0.23493
C -0.51266 -0.59364 1.63380
C -1.42220 -1.64415 2.01371
N -2.10182 -2.14855 0.89522
C -1.77090 -1.35733 -0.17499
C -2.95100 -3.37254 0.88247
H -0.46820 0.28089 -2.69013
H 0.74548 -0.77251 -1.92375
H 1.12364 0.91599 -2.30393
H -0.63865 1.63807 -0.58505
H 0.87332 0.83290 0.06440
H 0.26888 -0.07961 2.17359
H -1.64408 -2.14988 2.94183
H -2.23713 -1.46835 -1.14282
H -3.76240 -2.95330 1.47742
H -2.39058 -4.17740 1.35812
H -3.18504 -3.58885 -0.15990
C -5.40872 -0.96641 -0.11038
C -4.56634 0.01982 0.78436
N -5.34324 1.28956 0.86842
C -6.48547 1.40250 1.53436
C -6.99372 2.69999 1.33011
N -5.99051 3.42816 0.65265
C -5.00578 2.51379 0.32530
C -6.04860 4.76933 0.19130
H -6.47315 -1.07798 0.09609
H -5.04350 -1.99004 -0.02735
H -5.43192 -0.68024 -1.16189
H -3.68918 0.41393 0.27117
H -4.41015 -0.34378 1.79999
H -6.85914 0.53889 2.06441
H -7.85796 3.25950 1.65634
H -4.15096 2.58272 -0.33115
H -5.03694 5.17255 0.23644
H -6.67934 5.28813 0.91319
H -6.36024 4.76962 -0.85320
C 1.79217 0.15825 5.00669
C 3.03518 -0.75398 4.75005
N 4.11409 -0.50222 5.75714
C 3.97056 -0.44378 7.13891
C 5.15078 -0.09636 7.70820
N 6.04978 0.09143 6.64460
C 5.31711 -0.00603 5.42969
C 7.46869 0.38675 6.70747
H 1.80950 1.19690 4.67652
H 1.55851 0.30599 6.06105
H 0.99371 -0.27135 4.40170
H 3.39312 -0.34502 3.80520
H 2.84374 -1.82474 4.67991
H 2.98591 -0.65151 7.53095
H 5.46958 0.15356 8.70936
H 5.67608 0.20610 4.43343
H 7.71065 0.94316 7.61298
H 7.57699 1.07875 5.87230
H 8.09902 -0.49496 6.59177
C 3.66610 -0.19064 -2.69863
C 3.99848 0.96280 -1.84110
N 4.54724 2.08189 -2.55581
C 4.75019 3.28686 -1.85537
C 5.47998 4.14750 -2.66181
N 5.78689 3.42563 -3.81565
C 5.15471 2.17979 -3.73851
C 6.48403 4.01192 -4.96292
H 4.51435 -0.73443 -3.11440
H 3.01681 0.21616 -3.47389
H 3.10594 -0.94439 -2.14530
H 4.82219 0.59354 -1.23016
H 3.12211 1.16836 -1.22643
H 4.36986 3.43540 -0.85553
H 5.88269 5.14251 -2.54268
H 5.22612 1.41885 -4.50158
H 6.75252 5.04508 -4.74246
H 5.80620 4.19255 -5.79719
H 7.32159 3.37613 -5.24991
C 3.13130 -1.65335 0.66184
C 3.74092 -3.02762 0.68619
N 4.99833 -3.10344 1.42067
C 6.10193 -2.33301 1.10602
C 6.98414 -2.57171 2.08777
N 6.41712 -3.23994 3.10198
C 5.10981 -3.41939 2.75347
C 6.93961 -3.41445 4.48220
H 3.69634 -0.82283 0.23870
H 2.84689 -1.27472 1.64360
H 2.28326 -1.73013 -0.01864
H 3.90401 -3.36942 -0.33591
H 3.01981 -3.68553 1.17123
H 6.17450 -1.96117 0.09465
H 7.98831 -2.17929 2.15145
H 4.31698 -3.76257 3.40159
H 6.88667 -4.42848 4.87849
H 6.34531 -2.72848 5.08582
H 7.95863 -3.08685 4.68800
B 0.99287 -3.98063 4.73110
F 0.14693 -5.12609 4.91928
F 0.43170 -3.14802 3.76825
F 1.21472 -3.26558 5.86952
F 2.22543 -4.55789 4.22301
B -6.21603 -2.74234 3.63942
F -6.65590 -3.35931 2.51334
F -7.22289 -3.13388 4.47896
F -4.90884 -3.14392 3.94105
F -6.42205 -1.43461 3.41784
C -2.35479 2.04140 4.01040
F -2.67203 0.76545 3.64455
F -3.54814 2.74334 4.03663
F -1.66530 2.02232 5.16782
S -1.19866 2.84884 2.60219
O 0.16011 2.27530 2.73146
O -1.88316 2.60949 1.30529
O -1.15972 4.28631 2.93886
C 0.93554 -5.16564 -3.32559
F 2.05703 -4.71321 -3.88832
F 0.19056 -5.58721 -4.33446
F 1.18326 -6.14127 -2.41612
S 0.11474 -3.69232 -2.48518
O -1.19826 -4.17884 -1.98880
O 1.05841 -3.41138 -1.37914
O 0.06102 -2.61695 -3.43446

Energy = -141074.568 eV
Max |F| = 0.099 hartree/bohr
2S+1 = 1
HOMO energy = -13.15 eV
Net charge = +3
E_LUMO = -6.657 eV

Record 6
Molecular formula: C5H13NO
Method: DFT, wB97M-V/def2-TZVPD

Positions of all 20 atoms, in Å:
C 0.80718 -1.58624 1.96245
N 0.88080 -0.41543 1.10897
C 1.71560 0.76116 0.93997
C 1.22891 1.38962 -0.42752
C -0.28294 1.11512 -0.21029
C -0.27024 -0.32022 0.22064
H 0.75638 -2.55024 1.42659
H -0.07111 -1.48756 2.60739
H 1.69908 -1.73094 2.58814
H 1.33154 1.35322 1.80803
H 2.76629 0.56027 1.11568
H 1.80764 0.74603 -1.08958
H 1.75717 2.33743 -0.57285
H -0.73379 1.41566 -1.14871
H -0.50286 1.65735 0.70843
H -1.23860 -0.57720 0.69194
H -0.19684 -1.04481 -0.59979
H -3.55688 -1.43800 -2.72508
H -3.91797 0.02300 -2.85198
O -3.21309 -0.60327 -3.04997

Energy = -8924.575 eV
Max |F| = 0.069 hartree/bohr
Relative energy (zero: lowest compared OMol25 entry of this formula, charge and spin) = 1.176 eV
2S+1 = 2
HOMO energy (spin up / spin down) = -14.24 / -14.24 eV
Net charge = +1
E_LUMO (spin up / spin down) = -2.816 / -6.725 eV

Record 7
Molecular formula: C10H11F5
Method: DFT, wB97M-V/def2-TZVPD

Positions of all 26 atoms, in Å:
C 0.07389 2.19230 -1.10306
C 0.46420 2.41633 0.27842
C -0.53688 1.08986 -1.52538
C 0.57885 1.33968 1.08888
C -0.60652 -0.09039 -0.46382
C 0.48203 -0.00069 0.55684
C -0.81075 -1.44485 -1.25470
C 0.50057 -1.13725 1.62078
C 2.18164 -0.39650 -0.44623
C 3.47546 0.34325 -0.10568
F 2.56591 -1.71383 -0.14553
F 1.96750 -0.42508 -1.78351
F 3.81670 -0.00814 1.16465
F 3.24426 1.70600 -0.01079
F 4.51576 0.16668 -0.81243
H 0.11545 2.91825 -1.79845
H 0.57072 3.41944 0.73317
H -0.99407 0.97921 -2.48424
H 1.05132 1.37737 1.99480
H -1.43732 0.10181 0.29253
H -1.30123 -2.14800 -0.67104
H 0.12677 -1.75450 -1.67716
H -1.38535 -1.19193 -2.17221
H -0.52185 -1.75768 1.81115
H 0.82533 -0.86059 2.64715
H 1.04157 -2.07733 1.32523

Energy = -24132.779 eV
Max |F| = 0.085 hartree/bohr
2S+1 = 1
HOMO energy = -8.69 eV
E_LUMO = 0.231 eV

Record 8
Molecular formula: C15H19N2
Method: DFT, wB97M-V/def2-TZVPD

Positions of all 36 atoms, in Å:
C 0.71572 -1.26458 -1.99999
C 1.23584 -1.17021 -0.56165
N 2.11425 -2.10099 -0.15174
C 2.55344 -2.01711 1.13792
C 1.70909 -0.87167 1.64346
N 0.97778 -0.37831 0.39843
C -0.05999 0.95301 0.37502
C -1.20720 0.27020 -0.25814
C -1.90548 -0.69009 0.49995
C -2.92573 -1.47450 -0.11928
C -3.34894 -1.13182 -1.42388
C -2.81419 -0.03027 -2.05994
C -1.81833 0.72270 -1.46597
C -0.05116 1.23284 1.79571
C 0.55866 2.46155 2.07568
C 0.92940 3.18738 0.78866
C 0.37144 2.24021 -0.32916
H 1.26965 -2.14772 -2.47504
H -0.41164 -1.51321 -2.08111
H 0.92570 -0.34387 -2.57084
H 2.53830 -2.79844 -0.84543
H 3.58359 -1.78392 1.26494
H 2.40365 -2.88474 1.73394
H 2.34075 -0.07041 2.06034
H 1.01310 -1.26581 2.41902
H -1.60942 -0.93013 1.51505
H -3.33988 -2.30584 0.41645
H -4.16823 -1.70783 -1.87621
H -3.17698 0.25194 -3.07069
H -1.42130 1.61543 -1.99825
H -0.55013 0.69882 2.64275
H 0.86305 2.78369 3.06337
H 1.99025 3.38516 0.66190
H 0.38393 4.12881 0.72422
H -0.58584 2.81611 -0.61496
H 0.91686 2.13363 -1.31452

Energy = -18835.602 eV
Max |F| = 0.125 hartree/bohr
Structure (SMILES) = CC1=[NH+]CCN1[C@@]1(c2ccccc2)C=CCC1
Relative energy (zero: lowest compared OMol25 entry of this formula, charge and spin) = 0.782 eV
2S+1 = 1
HOMO energy = -12.27 eV
Net charge = +1
E_LUMO = -2.423 eV